(1)
DFT (wB97M-V/def2-TZVPD) results for C2H3NOS as an isolated structure at a distorted geometry.

Computed properties:
- Frontier orbital gap (spin up / spin down): 6.99 / 8.17 eV
- <S²>: 2.134
- HOMO energy (spin up / spin down): -8.361 / -9.689 eV
- Multiplicity: 3
- Energy above the lowest of the compared OMol25 structures with the same formula, charge and spin: 4.315 eV
- LUMO energy (spin up / spin down): -0.0503 / -0.0559 Eh

XYZ file:
```
8
Properties=species:S:1:pos:R:3:forces:R:3
C -0.1528 1.2115 0.2736 0.036 -0.164 -0.166
C -0.0821 -0.0912 0.5494 -0.226 1.128 0.347
N 0.1731 -1.0595 -0.3587 0.396 0.396 -2.220
O 0.3954 -0.4616 -2.0891 -0.365 -0.696 2.600
S 0.2712 -2.5914 -0.2380 0.136 -0.924 -0.429
H -0.3746 1.9226 1.0473 -0.007 0.088 0.127
H 0.0051 1.5546 -0.7344 0.002 0.150 -0.134
H -0.2352 -0.4851 1.5499 0.027 0.023 -0.126
```
Forces are in eV/Å.

(2)
DFT (wB97M-V/def2-TZVPD) results for one molecule with the formula C2H3NOS2 at a distorted geometry.

Computed properties:
- Frontier orbital gap: 8.22 eV
- HOMO energy: -8.910 eV
- Multiplicity: 1
- Energy above the lowest of the compared OMol25 structures with the same formula, charge and spin: 2.508 eV
- SMILES string: O=CNSC=S
- LUMO energy: -0.0255 Eh

XYZ file:
```
9
Properties=species:S:1:pos:R:3:forces:R:3
C -0.3021 1.5606 0.2545 0.253 -0.118 -6.016
C 0.0264 -1.7377 -0.3979 -4.084 -2.647 -1.289
H -0.4812 2.1248 1.1730 0.349 -0.721 0.381
H 1.2943 0.2754 1.0907 -1.985 1.024 -2.981
H -0.1678 -2.8092 -0.9356 1.525 2.639 1.084
N 0.7454 0.5408 0.1325 0.868 3.166 6.228
O -0.8247 1.9344 -0.8286 1.142 -1.166 3.892
S 1.0080 -0.4926 -1.0477 0.563 -1.496 -1.227
S -1.2981 -1.3966 0.5590 1.368 -0.680 -0.072
```
Forces are in eV/Å.

(3)
DFT (wB97M-V/def2-TZVPD) results for one molecule with the formula C2H3NOS2 at a distorted geometry.

Computed properties:
- Frontier orbital gap: 8.52 eV
- HOMO energy: -9.187 eV
- Multiplicity: 1
- Energy above the lowest of the compared OMol25 structures with the same formula, charge and spin: 2.479 eV
- SMILES string: S[C@@H]1OC=NS1
- LUMO energy: -0.0244 Eh

XYZ file:
```
9
Properties=species:S:1:pos:R:3:forces:R:3
C 0.3796 -1.5595 0.4281 -1.993 -0.047 -0.682
C -0.0083 0.5778 -0.3816 -2.517 1.052 -1.325
N 1.5165 -1.2528 0.8139 1.555 2.735 -0.844
O -0.4925 -0.7803 -0.2623 0.798 0.760 -0.196
S 1.7073 0.6657 -0.0571 0.144 -3.200 1.371
S -1.0750 1.7277 0.7132 1.266 -1.222 0.400
H -0.1381 -2.5123 0.5812 0.664 -0.017 0.347
H -0.3433 0.9511 -1.4416 1.101 -0.974 1.881
H -1.5463 2.1826 -0.3938 -1.018 0.912 -0.952
```
Forces are in eV/Å.